Entry 1:
Computed, not measured: a cluster of 3 separate species, ClHN2O2 in total at a distorted geometry, with wB97M-V/def2-TZVPD.

The geometry in XYZ format:
```
6
Properties=species:S:1:pos:R:3
N -0.8651 1.3138 -1.2048
N 0.2580 1.3945 -1.1158
O -2.0027 1.3702 -1.6100
O 1.2958 1.9900 -2.9542
Cl 0.8180 -8.3516 10.2880
H 0.4960 2.2830 -3.4031
```

E_HOMO	-1.546	eV
molar mass	96.473	g mol⁻¹
DFT total energy	-720.732687	Ha
gap between HOMO and LUMO	7.150	eV
charge	-2

=====

Entry 2:
Computed, not measured: a structure of composition ClHNP at a distorted geometry, with wB97M-V/def2-TZVPD.

The geometry in XYZ format:
```
4
Properties=species:S:1:pos:R:3
N 0.4646 -0.3367 0.4006
P -0.7461 0.1675 -0.4610
Cl 2.0626 0.1368 -0.4654
H -1.7811 0.0324 0.5258
```

E_HOMO	-10.148	eV
molar mass	81.442	g mol⁻¹
DFT total energy	-856.811011	Ha
gap between HOMO and LUMO	9.093	eV

=====

Entry 3:
Computed, not measured: a structure of composition ClHO3S at a distorted geometry, with wB97M-V/def2-TZVPD.

The geometry in XYZ format:
```
6
Properties=species:S:1:pos:R:3
O 1.3568 1.0177 0.7919
O 0.3100 0.7017 -1.4098
O -0.9498 0.1809 0.7655
S 0.4709 0.2929 -0.0509
Cl -1.7775 -1.1242 0.1167
H 0.5896 -1.0689 -0.2134
```

E_HOMO	-11.836	eV
molar mass	116.525	g mol⁻¹
DFT total energy	-1084.592573	Ha
gap between HOMO and LUMO	10.957	eV